C44H40CaClN5O5Si | ωB97M-V/def2-TZVPD

Calculated values
Maximum force, Eh/bohr: 0.0194
Lowest unoccupied orbital energy, eV: -0.637
Orbital gap, eV: 7.832

```
! RIJCOSX wB97M-V def2-TZVPD def2/J DEFGRID3
* xyz 0 1
Ca 0.54 0.82 -0.69
C -3.20 -0.27 -0.61
C -3.25 1.20 -0.80
C -4.44 1.83 -1.16
C -4.47 3.20 -1.31
C -3.31 3.92 -1.07
C -2.17 3.23 -0.70
N -2.12 1.90 -0.60
C -0.92 3.99 -0.39
C -0.98 5.29 0.09
C 0.21 5.97 0.32
C 1.41 5.32 0.08
C 1.38 4.00 -0.36
N 0.24 3.35 -0.58
C 2.65 3.26 -0.62
C 3.83 3.60 0.01
C 4.97 2.88 -0.31
C 4.89 1.85 -1.22
C 3.65 1.54 -1.78
C 3.51 0.37 -2.70
N 2.55 2.23 -1.48
H -4.16 -0.74 -0.84
H -2.93 -0.54 0.42
H -2.42 -0.69 -1.25
H -5.33 1.23 -1.32
H -5.38 3.71 -1.62
H -3.30 5.00 -1.19
H -1.93 5.76 0.28
H 0.20 6.99 0.68
H 2.35 5.84 0.22
H 3.86 4.39 0.74
H 5.92 3.11 0.17
H 5.76 1.26 -1.49
H 4.31 0.34 -3.44
H 2.55 0.39 -3.21
H 3.56 -0.55 -2.10
O 3.68 -1.64 4.13
C 2.59 -1.16 4.70
O 2.34 -1.31 5.87
C 1.72 -0.29 3.85
C 0.63 0.43 4.32
Cl -0.04 0.55 5.87
N 0.08 1.09 3.27
N 0.76 0.84 2.13
C 1.73 0.01 2.46
C 2.64 -0.47 1.35
O 3.66 -1.11 1.64
O 2.28 -0.09 0.20
C -1.02 2.00 3.26
C -0.95 3.19 3.96
C -2.01 4.07 3.89
C -3.13 3.77 3.11
C -3.18 2.57 2.42
C -2.13 1.67 2.50
H 3.75 -1.38 3.16
H -0.07 3.42 4.55
H -1.97 5.01 4.43
H -3.95 4.46 3.06
H -4.05 2.33 1.82
H -2.15 0.72 1.98
C -0.41 -2.74 -4.40
C -1.18 -3.21 -3.16
C -1.15 -4.75 -3.13
C -2.62 -2.71 -3.28
Si -0.34 -2.46 -1.62
O -0.26 -0.86 -1.74
C -1.27 -2.87 -0.01
C -0.76 -2.23 1.14
C -1.37 -2.35 2.38
C -2.52 -3.12 2.51
C -3.03 -3.77 1.40
C -2.41 -3.65 0.16
C 1.37 -3.24 -1.40
C 1.67 -4.12 -0.36
C 2.94 -4.65 -0.19
C 3.95 -4.32 -1.09
C 3.68 -3.46 -2.14
C 2.40 -2.93 -2.29
H -0.93 -3.07 -5.31
H 0.60 -3.17 -4.44
H -0.33 -1.66 -4.43
H -1.60 -5.15 -4.04
H -1.70 -5.16 -2.28
H -0.13 -5.12 -3.06
H -3.09 -3.13 -4.18
H -2.64 -1.62 -3.38
H -3.24 -2.97 -2.42
H 0.14 -1.64 1.05
H -0.94 -1.86 3.24
H -3.00 -3.22 3.48
H -3.92 -4.39 1.50
H -2.84 -4.17 -0.68
H 0.90 -4.39 0.36
H 3.15 -5.31 0.64
H 4.95 -4.73 -0.96
H 4.46 -3.20 -2.85
H 2.21 -2.25 -3.11
*
```



C44H40IrN4O2P2S2 | ωB97M-V/def2-TZVPD

Calculated values
Maximum force, Eh/bohr: 0.0151
Lowest unoccupied orbital energy (spin up / spin down), eV: -7.612 / -9.849
Orbital gap (spin up / spin down), eV: 6.441 / 6.191
Relative energy (zero: lowest compared OMol25 entry of this formula, charge and spin), eV: 1.0197
<S²>: 6.0262

```
! RIJCOSX wB97M-V def2-TZVPD def2/J DEFGRID3
* xyz 3 5
Ir -0.71 -0.38 0.00
O -0.84 2.63 -1.27
S 0.18 1.57 -1.07
C 1.49 2.40 -0.19
C 2.82 2.24 -0.52
C 3.79 2.91 0.22
C 3.43 3.72 1.28
C 2.09 3.90 1.59
C 1.09 3.25 0.86
P -0.61 3.72 1.17
C -0.77 5.12 2.19
C -1.48 5.10 3.40
C -1.60 6.25 4.14
C -1.03 7.43 3.69
C -0.34 7.46 2.48
C -0.21 6.32 1.72
C -1.60 2.33 1.71
C -0.99 1.09 2.03
C -1.80 -0.01 2.33
C -3.20 0.14 2.37
C -3.78 1.35 2.07
C -2.98 2.44 1.71
C 0.86 1.08 -2.61
C 1.29 2.10 -3.47
C 1.71 1.77 -4.74
C 1.68 0.44 -5.16
C 1.23 -0.56 -4.31
C 0.82 -0.26 -3.01
P 0.20 -1.59 -1.91
C 1.63 -2.59 -1.43
C 2.87 -2.47 -2.05
C 3.92 -3.30 -1.66
C 3.73 -4.25 -0.66
C 2.48 -4.37 -0.05
C 1.44 -3.55 -0.44
C -0.76 -2.67 -3.02
C -2.00 -2.29 -3.54
C -2.67 -3.12 -4.42
C -2.13 -4.34 -4.79
C -0.89 -4.73 -4.28
C -0.21 -3.90 -3.40
H 3.11 1.61 -1.35
H 4.84 2.80 -0.05
H 4.19 4.23 1.86
H 1.81 4.56 2.40
H -1.92 4.18 3.77
H -2.13 6.23 5.09
H -1.14 8.33 4.28
H 0.08 8.39 2.12
H 0.30 6.36 0.77
H 0.07 1.07 2.25
H -1.36 -0.89 2.77
H -3.81 -0.70 2.67
H -4.85 1.47 2.13
H -3.45 3.38 1.45
H 1.26 3.13 -3.14
H 2.05 2.55 -5.41
H 2.00 0.19 -6.16
H 1.18 -1.58 -4.67
H 3.04 -1.74 -2.83
H 4.88 -3.21 -2.14
H 4.54 -4.89 -0.36
H 2.33 -5.11 0.72
H 0.47 -3.66 0.04
H -2.43 -1.33 -3.29
H -3.62 -2.81 -4.83
H -2.65 -4.99 -5.47
H -0.46 -5.67 -4.57
H 0.75 -4.22 -3.02
C -4.97 -3.03 0.06
N -3.88 -2.11 -0.26
C -4.05 -0.85 -0.63
N -5.27 -0.33 -0.70
S -2.70 0.15 -1.12
H -4.54 -4.01 0.25
H -5.66 -3.12 -0.79
H -5.51 -2.70 0.94
H -2.93 -2.45 -0.30
H -6.10 -0.88 -0.52
H -5.39 0.61 -1.03
N 1.26 -2.98 5.15
C 2.10 -3.30 4.13
O 2.70 -4.35 4.03
C 2.23 -2.30 3.01
C 3.48 -2.08 2.45
C 3.58 -1.30 1.32
C 2.41 -0.80 0.76
N 1.20 -1.00 1.28
C 1.12 -1.73 2.41
H 1.21 -3.63 5.92
H 1.00 -2.03 5.32
H 4.35 -2.56 2.89
H 4.53 -1.10 0.84
H 2.45 -0.25 -0.17
H 0.15 -1.94 2.80
*
```